1.
3
Properties=species:S:1:pos:R:3:mulliken_charge:R:1 method="wB97M-V/def2-TZVPD" e_lumo_ev="-3.0542 / -3.0383" relative_energy_kcal_mol=49.0 total_charge=0 energy_ha=-871.50633 e_homo_ha="-0.3673 / -0.3675" max_force_ev_per_a=4.96
O -0.51699 0.44278 1.00242 -0.355
S -0.25552 -0.17113 -0.36637 0.488
S 1.36911 -0.78617 -1.81256 -0.134

2.
19
Properties=species:S:1:pos:R:3:mulliken_charge:R:1 method="wB97M-V/def2-TZVPD" smiles=CNC.CSC e_lumo_ev=0.8706 relative_energy_kcal_mol=34.0 total_charge=0 energy_ha=-613.07482 e_homo_ha=-0.3259 max_force_ev_per_a=3.47
C -2.20680 1.35966 -0.51128 -0.599
N -2.46262 -0.21104 -0.74582 -0.478
C -2.68774 -0.89371 0.56637 -0.795
H -3.05370 1.77354 -0.03092 0.342
H -1.26239 1.48342 0.10850 0.104
H -2.23147 1.87074 -1.49687 0.268
H -1.61806 -0.57797 -1.11185 0.274
H -1.97530 -0.68391 1.40814 0.223
H -2.72240 -1.97759 0.44578 0.332
H -3.65465 -0.60054 0.93478 0.326
C 1.79405 0.48720 1.51736 -0.890
S 1.69061 0.41246 -0.43026 -0.085
C 2.15353 -1.39732 -0.32740 -0.924
H 1.28970 1.34673 1.87833 0.352
H 2.87416 0.67171 1.76322 0.334
H 1.35684 -0.46405 1.91644 0.252
H 1.38629 -2.11765 -0.09670 0.315
H 2.41851 -1.59272 -1.35434 0.319
H 3.06280 -1.58874 0.27011 0.328

3.
53
Properties=species:S:1:pos:R:3:mulliken_charge:R:1 method="wB97M-V/def2-TZVPD" e_lumo_ev=0.0100 relative_energy_kcal_mol=79.8 total_charge=0 energy_ha=-1169.07871 e_homo_ha=-0.3404 max_force_ev_per_a=2.76
C 2.44208 -0.64156 2.60440 -2.035
C 2.69199 0.30785 1.44263 0.576
C 2.85837 1.74446 2.06972 -0.798
C 2.61407 2.86592 1.08603 -0.017
C 1.70157 3.78226 1.37044 -1.018
N 1.67801 0.23481 0.40651 -0.048
H 2.03915 -1.54355 2.10188 0.502
H 3.27931 -0.88291 3.24498 0.422
H 1.54978 -0.52973 3.21985 0.520
H 3.65868 0.00996 1.02809 0.393
H 3.93423 1.75199 2.28744 0.415
H 2.26817 1.90669 2.96348 0.369
H 3.14058 2.74376 0.14715 0.376
H 1.49251 4.69480 0.82716 0.311
H 1.23522 3.83200 2.35093 0.217
H 1.93539 0.73389 -0.43325 0.070
H 0.84002 0.71106 0.72600 -0.119
H 3.17034 1.22673 -3.63098 0.311
H 1.89147 1.18917 -2.87832 0.258
O 2.47831 1.81778 -3.31317 -0.630
H -0.80389 -0.80624 -2.67065 0.241
H -0.16027 0.12632 -3.68767 0.337
O -0.12678 -0.13093 -2.75580 -0.498
H -1.10835 1.17250 2.95666 0.349
H -1.52079 2.35937 3.76599 0.328
O -1.60734 2.00467 2.87453 -0.706
H -3.13489 -2.76488 1.53177 0.349
H -1.98269 -2.54476 0.70512 0.268
O -2.24488 -3.13377 1.42116 -0.699
H -1.48718 -0.77867 -0.48158 0.285
H -2.50416 0.15397 0.08832 0.251
O -2.42303 -0.70835 -0.26927 -0.613
H 3.30475 -1.49696 -1.57225 0.290
H 3.19955 -2.18410 -0.32375 0.282
O 2.77352 -2.21129 -1.19259 -0.579
H 0.11447 -2.89428 -3.95631 0.296
H 0.54203 -1.98517 -2.81660 0.338
O 0.14365 -2.84922 -3.00136 -0.611
H -0.83678 2.05298 -0.55521 0.149
H -1.20996 2.13555 1.01042 0.232
O -0.87515 1.59669 0.28359 -0.320
H -2.21572 -3.45104 -1.99416 0.318
H -2.97469 -2.22698 -1.36683 0.370
O -3.00731 -2.91561 -2.04141 -0.655
H 0.06628 -0.72783 2.16150 0.265
H -1.31079 -1.48940 2.43125 0.298
O -0.73174 -0.76400 2.69632 -0.681
H -3.28687 0.26911 2.72070 0.283
H -4.53960 -0.25032 1.88476 0.274
O -3.64542 -0.43243 2.16811 -0.516
H -1.58526 1.46348 -3.41504 0.326
H -2.62703 0.47571 -4.11994 0.318
O -2.07496 1.25304 -4.20968 -0.643

4.
13
Properties=species:S:1:pos:R:3:mulliken_charge:R:1 method="wB97M-V/def2-TZVPD" smiles=NCc1nn[nH][nH+]1 e_lumo_ev=-5.3765 relative_energy_kcal_mol=76.7 total_charge=+1 energy_ha=-353.22315 e_homo_ha=-0.5317 max_force_ev_per_a=5.54
N 2.05175 -0.60382 0.13576 -0.551
C 1.30019 0.66332 0.38433 -0.346
C -0.22924 0.48462 0.01645 0.404
N -0.99876 1.50321 -0.62188 -0.130
N -2.20619 0.91692 -0.74940 -0.248
N -2.20820 -0.31026 -0.27063 0.231
N -1.01519 -0.66436 0.25718 -0.072
H 1.45491 -1.43320 0.19928 0.216
H 2.32191 -0.55642 -0.86043 0.303
H 1.71940 1.42287 -0.35882 0.307
H 1.46905 1.10612 1.41141 0.278
H -2.96509 -1.00183 -0.24830 0.291
H -0.69453 -1.52716 0.70506 0.318

5.
216
Properties=species:S:1:pos:R:3:mulliken_charge:R:1 method="wB97M-V/def2-TZVPD" e_lumo_ev=0.4049 total_charge=0 energy_ha=-5079.11545 e_homo_ha=-0.3300 max_force_ev_per_a=3.91
C -7.03687 2.62984 -2.11843 -1.228
C -5.90608 2.66257 -3.17295 2.288
C -5.15221 1.38018 -3.37029 -1.383
O -4.44513 1.15546 -2.24368 0.477
C -3.30613 0.33589 -2.35730 -1.425
N -6.29402 3.05603 -4.50480 -0.693
H -6.71228 2.10098 -1.16449 0.136
H -7.87848 2.00498 -2.51054 0.370
H -7.47130 3.67715 -2.00349 0.337
H -5.14881 3.37212 -2.78329 -1.118
H -4.43346 1.61705 -4.24366 0.376
H -5.87319 0.57452 -3.67201 0.232
H -2.92151 0.10521 -1.35988 0.158
H -2.59586 0.85522 -2.99956 0.560
H -3.52917 -0.60945 -2.78385 0.484
H -7.19218 3.56648 -4.53671 0.243
H -6.31428 2.36429 -5.21667 0.216
C 6.01256 -6.22805 -2.62238 -1.118
C 7.15144 -5.34620 -2.26889 0.637
C 7.33262 -4.94451 -0.77645 -0.722
O 6.18928 -4.34515 -0.26327 -0.204
C 5.63213 -3.29527 -0.95744 -1.004
N 8.45424 -5.79347 -2.81647 -0.763
H 5.67647 -7.03228 -1.93819 0.211
H 6.27741 -6.71849 -3.56923 0.391
H 5.25184 -5.54660 -2.85075 0.211
H 6.95949 -4.39723 -2.83550 0.168
H 8.15497 -4.27325 -0.71926 0.365
H 7.60972 -5.80099 -0.18531 0.259
H 5.04630 -3.62571 -1.86591 0.062
H 6.37922 -2.55979 -1.31201 0.685
H 5.04910 -2.73294 -0.23415 0.291
H 8.69882 -6.71703 -2.46057 0.248
H 8.35878 -5.89279 -3.82320 0.291
C -0.52458 1.31425 0.39349 0.228
C -0.34505 0.09355 1.33177 0.616
C -0.53459 -1.26152 0.69241 -0.024
O -1.91257 -1.36556 0.31562 0.383
C -2.21174 -2.55277 -0.47200 -0.097
N 0.95872 0.29578 1.99486 -0.286
H -1.32390 1.20911 -0.31138 -0.172
H 0.46186 1.37675 -0.22702 -0.275
H -0.77155 2.19483 1.04891 -0.115
H -1.23464 0.04403 2.01651 -0.332
H -0.05225 -2.04569 1.27087 -0.167
H 0.03477 -1.28324 -0.23202 -0.257
H -3.25795 -2.70032 -0.58493 -0.040
H -1.88996 -3.38154 0.04341 0.123
H -1.76128 -2.42513 -1.51947 -0.133
H 1.19238 -0.32929 2.75202 0.292
H 1.62570 0.05061 1.27038 0.187
C -0.06884 9.98722 -0.70508 -1.200
C -0.87851 9.32835 -1.81625 -0.301
O -1.24406 8.00210 -1.34847 0.061
C -2.06349 7.21292 -2.11724 0.292
O -2.35388 7.49949 -3.23079 -0.603
O -2.43658 6.14099 -1.45119 0.143
C -3.18925 5.11123 -2.17074 -0.989
H -0.55229 9.82901 0.23582 0.238
H -0.00190 11.01891 -0.88392 0.457
H 0.85795 9.44626 -0.58737 0.278
H -0.22848 9.22742 -2.68587 0.247
H -1.85579 9.73844 -2.04874 0.461
H -2.62805 4.85647 -3.06520 0.600
H -4.18103 5.53316 -2.35911 0.421
H -3.17264 4.24929 -1.48058 -0.056
C -2.45625 -4.11733 2.61415 -0.702
C -1.22309 -4.91438 2.29197 0.651
O -0.75129 -5.36461 3.67358 -0.401
C -0.17415 -6.53025 3.78233 0.877
O 0.13263 -7.21480 2.79767 -0.635
O 0.12022 -6.69246 5.08918 -0.328
C 1.17045 -7.67154 5.22390 -0.704
H -2.67049 -3.34530 1.83084 -0.143
H -2.20515 -3.53911 3.45745 0.555
H -3.33775 -4.71376 2.79443 0.168
H -0.42233 -4.35420 1.88300 -0.432
H -1.60515 -5.80064 1.77203 0.348
H 1.53742 -7.83157 4.25906 0.400
H 0.80080 -8.53787 5.79970 0.230
H 1.97224 -7.24603 5.76561 0.254
C -1.46133 -4.04760 -6.87937 -1.279
C -1.18442 -2.77555 -6.11575 0.123
O 0.15725 -2.51169 -5.99043 -0.394
C 0.60071 -2.03486 -4.78966 0.510
O 0.00996 -2.00516 -3.73129 -0.035
O 1.89497 -1.73914 -4.90121 -0.429
C 2.61256 -1.51253 -3.71361 -0.227
H -0.97451 -4.00544 -7.86647 0.313
H -2.56803 -4.13645 -6.91041 0.377
H -1.04585 -4.87864 -6.26478 0.275
H -1.69275 -2.82112 -5.09237 0.002
H -1.70027 -1.97901 -6.62686 0.353
H 3.58582 -1.69610 -4.07481 0.288
H 2.40947 -2.23321 -2.94544 -0.051
H 2.52979 -0.44078 -3.43628 0.135
C -0.17505 8.25449 3.33858 -0.918
C 1.08331 7.79735 2.73807 -0.370
O 1.04262 6.39669 2.31688 -0.055
C 1.20080 5.59086 3.37116 0.460
O 1.53774 5.94354 4.45485 -0.608
O 0.97485 4.31517 3.04198 -0.168
C 1.12309 3.41648 4.21728 -0.401
H -0.02779 9.29788 3.73439 0.335
H -0.42288 7.76417 4.28489 0.410
H -0.90611 8.29825 2.50234 0.095
H 1.96483 7.96466 3.38371 0.366
H 1.20411 8.31335 1.85018 0.277
H 0.41553 3.64988 5.06915 0.142
H 2.11197 3.42435 4.68073 0.417
H 1.11742 2.38452 3.85066 -0.069
C 2.95080 -4.19935 1.77012 -1.313
C 2.64996 -3.88373 0.27848 -0.607
O 1.25890 -4.12101 0.07693 0.230
C 0.97708 -4.47507 -1.19208 0.914
O 1.81431 -4.56681 -2.05137 -0.782
O -0.34416 -4.76431 -1.26285 -0.335
C -0.76522 -5.29692 -2.55825 -0.661
H 3.99869 -4.07622 1.94583 0.296
H 2.68646 -5.22848 1.93081 0.411
H 2.38230 -3.57696 2.41720 0.187
H 3.23062 -4.51849 -0.37642 0.537
H 2.95276 -2.87149 -0.07224 0.262
H -1.15816 -6.24924 -2.29035 0.345
H 0.17055 -5.38595 -3.08514 0.436
H -1.58184 -4.60578 -2.92187 -0.027
C -5.63252 6.41652 0.37066 -1.212
C -4.57160 5.86243 1.29089 -0.572
O -3.90168 4.68549 0.85693 0.401
C -4.47648 3.47128 1.07129 -0.192
O -5.67847 3.29854 1.13324 -0.600
O -3.55841 2.55561 0.87190 0.306
C -3.95160 1.25882 1.16938 -0.677
H -6.42790 5.65095 0.30428 0.275
H -5.26607 6.69739 -0.62136 0.155
H -5.91380 7.34232 0.78977 0.470
H -5.01543 5.54162 2.26583 0.406
H -3.77546 6.47824 1.40280 0.530
H -3.26814 0.60472 0.61705 -0.127
H -5.03164 1.17394 0.85729 0.366
H -3.95824 1.05569 2.24628 0.305
C 1.59551 6.90611 -2.83867 -1.373
C 2.12151 5.55179 -3.34210 0.011
O 1.06353 4.62922 -3.42021 -0.206
C 1.32697 3.33004 -3.66630 0.645
O 2.38611 2.85409 -3.98157 -0.646
O 0.17580 2.61299 -3.51816 -0.135
C 0.19254 1.20292 -3.87088 -0.792
H 2.36907 7.64267 -2.85290 0.452
H 1.09927 6.82642 -1.88311 0.246
H 0.80912 7.39887 -3.41512 0.404
H 2.99029 5.26700 -2.78049 0.146
H 2.47285 5.74954 -4.42454 0.363
H 0.08388 0.56115 -3.01802 0.121
H 1.16333 0.89904 -4.34287 0.518
H -0.63769 1.11930 -4.59517 0.275
C 5.68898 0.12839 -1.50554 -0.998
C 5.20075 1.45900 -1.87522 -0.553
O 4.11069 1.77728 -1.02033 -0.071
C 3.63407 3.00876 -0.89402 0.472
O 4.09639 4.08288 -1.31572 -0.721
O 2.47797 2.91628 -0.27290 0.062
C 1.56572 4.09470 -0.27842 -0.257
H 6.61362 0.02341 -2.01662 0.499
H 4.97987 -0.57484 -1.86415 -0.005
H 5.80193 -0.03198 -0.45850 0.374
H 4.83695 1.50188 -2.90855 0.253
H 5.90391 2.24310 -1.73124 0.505
H 1.12606 4.19693 0.67517 -0.105
H 0.72718 3.81553 -0.98701 -0.019
H 2.00948 5.05986 -0.66156 0.495
C -5.38652 -6.02001 1.33331 -1.554
C -4.62237 -5.70496 0.07928 0.551
O -5.10470 -4.37711 -0.41163 -0.257
C -4.71734 -4.11947 -1.66217 0.730
O -4.19441 -4.90986 -2.37058 -0.586
O -4.95042 -2.81996 -2.01809 -0.283
C -5.64328 -1.86395 -1.18852 -0.161
H -6.33632 -6.46780 1.19591 0.355
H -5.52724 -5.04077 1.80008 0.381
H -4.74029 -6.42371 2.11571 0.409
H -4.70355 -6.43024 -0.73669 0.446
H -3.59275 -5.64126 0.34336 -0.348
H -5.75116 -0.90235 -1.66196 -0.300
H -5.14271 -1.64238 -0.21732 0.138
H -6.60326 -2.25865 -0.92741 0.593
C 7.18640 -6.56586 2.62422 -0.534
C 7.34352 -5.81101 3.88616 -0.426
O 6.11680 -5.52855 4.67544 -0.399
C 5.52032 -4.37149 4.52713 0.950
O 5.69957 -3.60381 3.61025 -0.594
O 4.66272 -4.16959 5.52748 -0.366
C 3.99976 -2.90283 5.54245 -0.572
H 6.73103 -5.93126 1.83836 -0.237
H 6.50475 -7.38064 2.78679 0.339
H 8.04281 -7.09716 2.23457 0.467
H 7.80220 -4.85314 3.74525 0.357
H 8.01698 -6.28998 4.61755 0.350
H 3.16641 -2.76633 4.86064 0.133
H 4.72935 -2.12620 5.20450 0.299
H 3.67559 -2.70397 6.54343 0.307
C -3.06577 4.47671 4.46892 -0.530
C -2.91734 3.33337 5.45996 -0.761
O -2.06752 2.37351 4.73275 0.142
C -2.04220 1.15025 5.30249 0.472
O -2.80944 0.73026 6.13834 -0.616
O -1.09708 0.44952 4.67106 -0.083
C -1.04462 -1.00352 5.00710 -0.497
H -3.32703 5.32177 5.07885 0.547
H -3.79505 4.17358 3.70683 0.002
H -2.08011 4.60121 4.04435 -0.066
H -3.86814 2.84258 5.74130 0.433
H -2.46923 3.53761 6.40542 0.418
H -0.61220 -1.44379 4.12731 -0.076
H -2.10165 -1.30333 5.05071 0.413
H -0.45161 -1.17589 5.93774 0.299

6.
37
Properties=species:S:1:pos:R:3:mulliken_charge:R:1 method="wB97M-V/def2-TZVPD" e_lumo_ev=2.8126 relative_energy_kcal_mol=10.8 total_charge=-1 energy_ha=-934.94822 e_homo_ha=-0.1650 max_force_ev_per_a=2.12
I -3.46274 -2.05674 0.78497 -0.737
O -4.03475 -5.49820 -0.58629 -0.632
H -3.92922 -5.59916 -1.53697 0.286
H -3.76173 -4.57783 -0.40857 0.255
O -5.60633 -0.67988 -2.05736 -0.653
H -4.95639 -0.05315 -2.38736 0.304
H -5.21699 -1.00539 -1.22576 0.270
C 1.55105 1.64185 2.25345 -1.655
C 0.61803 1.58572 0.99587 1.464
C 1.16736 2.44530 -0.13978 -1.185
C 2.19329 1.75414 -1.01810 -0.816
C 1.54599 0.46343 -1.56123 -1.285
C 1.20306 -0.47075 -0.39701 1.663
N 0.32067 0.25548 0.53261 0.461
O -0.26512 -0.58765 1.51107 -0.360
C 0.49062 -1.71709 -0.94017 -2.014
C 2.48872 -0.92214 0.30980 -1.775
C -0.70144 2.24569 1.46841 -1.927
H 1.63083 2.65758 2.63475 0.407
H 2.52986 1.22426 2.01143 0.309
H 1.12595 0.97483 3.00530 0.411
H 0.26935 2.72076 -0.70745 0.492
H 1.53949 3.42177 0.18011 0.396
H 3.12525 1.46921 -0.53381 0.406
H 2.44168 2.36971 -1.88750 0.365
H 1.89176 -0.06784 -2.45137 0.452
H 0.60203 0.83262 -1.99638 0.368
H 0.22592 -2.44155 -0.17322 0.414
H -0.43899 -1.36614 -1.39200 0.404
H 1.14872 -2.20012 -1.66284 0.477
H 3.19628 -0.17804 0.67939 0.298
H 2.29482 -1.45189 1.25118 0.358
H 3.00671 -1.64624 -0.32773 0.405
H -1.06759 1.90346 2.43523 0.383
H -1.51922 2.02636 0.77656 0.463
H -0.52396 3.32378 1.47565 0.405
H -1.12294 -0.79615 1.08510 0.122

Repeat the second record exactly.
19
Properties=species:S:1:pos:R:3:mulliken_charge:R:1 method="wB97M-V/def2-TZVPD" smiles=CNC.CSC e_lumo_ev=0.8706 relative_energy_kcal_mol=34.0 total_charge=0 energy_ha=-613.07482 e_homo_ha=-0.3259 max_force_ev_per_a=3.47
C -2.20680 1.35966 -0.51128 -0.599
N -2.46262 -0.21104 -0.74582 -0.478
C -2.68774 -0.89371 0.56637 -0.795
H -3.05370 1.77354 -0.03092 0.342
H -1.26239 1.48342 0.10850 0.104
H -2.23147 1.87074 -1.49687 0.268
H -1.61806 -0.57797 -1.11185 0.274
H -1.97530 -0.68391 1.40814 0.223
H -2.72240 -1.97759 0.44578 0.332
H -3.65465 -0.60054 0.93478 0.326
C 1.79405 0.48720 1.51736 -0.890
S 1.69061 0.41246 -0.43026 -0.085
C 2.15353 -1.39732 -0.32740 -0.924
H 1.28970 1.34673 1.87833 0.352
H 2.87416 0.67171 1.76322 0.334
H 1.35684 -0.46405 1.91644 0.252
H 1.38629 -2.11765 -0.09670 0.315
H 2.41851 -1.59272 -1.35434 0.319
H 3.06280 -1.58874 0.27011 0.328

What did the second record say?
19
Properties=species:S:1:pos:R:3:mulliken_charge:R:1 method="wB97M-V/def2-TZVPD" smiles=CNC.CSC e_lumo_ev=0.8706 relative_energy_kcal_mol=34.0 total_charge=0 energy_ha=-613.07482 e_homo_ha=-0.3259 max_force_ev_per_a=3.47
C -2.20680 1.35966 -0.51128 -0.599
N -2.46262 -0.21104 -0.74582 -0.478
C -2.68774 -0.89371 0.56637 -0.795
H -3.05370 1.77354 -0.03092 0.342
H -1.26239 1.48342 0.10850 0.104
H -2.23147 1.87074 -1.49687 0.268
H -1.61806 -0.57797 -1.11185 0.274
H -1.97530 -0.68391 1.40814 0.223
H -2.72240 -1.97759 0.44578 0.332
H -3.65465 -0.60054 0.93478 0.326
C 1.79405 0.48720 1.51736 -0.890
S 1.69061 0.41246 -0.43026 -0.085
C 2.15353 -1.39732 -0.32740 -0.924
H 1.28970 1.34673 1.87833 0.352
H 2.87416 0.67171 1.76322 0.334
H 1.35684 -0.46405 1.91644 0.252
H 1.38629 -2.11765 -0.09670 0.315
H 2.41851 -1.59272 -1.35434 0.319
H 3.06280 -1.58874 0.27011 0.328